Record 1
The following is a DFT calculation (ωB97M-V/def2-TZVPD) of C2HLuO4 as an isolated structure in a non-equilibrium geometry.

ORCA input file:
```
! RIJCOSX wB97M-V def2-TZVPD def2/J DEFGRID3
* xyz 1 2
O 1.486 -0.865 -0.059
O -3.113 -0.390 0.110
O 0.257 -0.395 0.505
O -3.285 0.988 -0.180
C -1.980 -0.817 -0.013
C -0.722 -0.528 -0.369
H -0.463 -0.646 -1.428
Lu 3.150 0.677 0.120
*
```

Results
Max |F|, eV/A: 3.7
Energy above the lowest of the compared OMol25 structures with the same formula, charge and spin, kcal/mol: 0.0
Gap between HOMO and LUMO (alpha / beta), eV: 5.62 / 4.21
LUMO (alpha / beta), eV: -6.215 / -7.621

Mulliken population analysis, charges in e, atoms 1 to 4: -0.552, -0.052, -0.038, -0.453


Record 2
The following is a DFT calculation (ωB97M-V/def2-TZVPD) of a 2-piece molecular cluster, C2HN2O2 overall in a non-equilibrium geometry.

ORCA input file:
```
! RIJCOSX wB97M-V def2-TZVPD def2/J DEFGRID3
* xyz -1 1
C 1.658 0.056 -1.132
C -1.439 0.039 0.850
N -0.828 -0.814 1.539
N -0.292 0.287 0.280
O 2.217 0.634 -0.312
O 1.260 -0.573 -2.014
H -2.575 0.372 0.789
*
```

Results
Max |F|, eV/A: 2.4
Energy above the lowest of the compared OMol25 structures with the same formula, charge and spin, kcal/mol: 80.7
Gap between HOMO and LUMO, eV: 5.36
LUMO, eV: 3.934

Mulliken population analysis, charges in e, atoms 1 to 4: 0.814, 0.076, -0.620, -0.576


Record 3
The following is a DFT calculation (ωB97M-V/def2-TZVPD) of an isolated ion of composition C2HN2O3S and charge -1 in a non-equilibrium geometry.

ORCA input file:
```
! RIJCOSX wB97M-V def2-TZVPD def2/J DEFGRID3
* xyz -1 1
O -0.294 -0.893 -1.983
C -0.302 -0.418 -0.875
O -0.885 -0.995 0.116
C -0.357 -0.430 1.316
S -0.602 -0.955 2.857
N 0.341 0.626 0.986
N 0.518 0.709 -0.455
O 0.097 1.768 -1.095
H 1.485 0.589 -0.867
*
```

Results
Max |F|, eV/A: 4.0
Energy above the lowest of the compared OMol25 structures with the same formula, charge and spin, kcal/mol: 57.7
SMILES string: O=C1OC([S-])=N[N@@H+]1[O-]
Gap between HOMO and LUMO, eV: 8.12
LUMO, eV: 3.609

Mulliken population analysis, charges in e, atoms 1 to 4: -0.580, 0.494, -0.247, 0.242


Record 4
The following is a DFT calculation (ωB97M-V/def2-TZVPD) of C2HN2S3 as an isolated structure in a non-equilibrium geometry.

ORCA input file:
```
! RIJCOSX wB97M-V def2-TZVPD def2/J DEFGRID3
* xyz -1 1
C 0.942 -0.290 -0.324
C -2.001 0.462 -2.008
N 0.027 -0.508 -1.175
N -1.135 -0.520 -1.576
S -2.611 0.931 -0.512
S -2.286 1.029 -3.517
S 2.473 -0.811 -0.186
H 0.509 0.281 0.414
*
```

Results
Max |F|, eV/A: 3.3
Energy above the lowest of the compared OMol25 structures with the same formula, charge and spin, kcal/mol: 63.2
Gap between HOMO and LUMO, eV: 7.32
LUMO, eV: 2.906

Mulliken population analysis, charges in e, atoms 1 to 4: -0.040, 0.190, 0.411, -0.579


Record 5
The following is a DFT calculation (ωB97M-V/def2-TZVPD) of C2HN3OS in the gas phase in a non-equilibrium geometry.

ORCA input file:
```
! RIJCOSX wB97M-V def2-TZVPD def2/J DEFGRID3
* xyz 0 1
S -2.501 -0.258 -0.155
C -0.902 -0.203 0.018
C -0.008 0.940 0.137
N 1.243 0.870 -0.101
O 1.794 -0.352 -0.278
N 1.002 -1.524 0.010
N -0.213 -1.457 0.105
H -0.414 1.984 0.264
*
```

Results
Max |F|, eV/A: 1.8
Energy above the lowest of the compared OMol25 structures with the same formula, charge and spin, kcal/mol: 51.3
SMILES string: S=c1cnonn1
Gap between HOMO and LUMO, eV: 7.87
LUMO, eV: -1.818

Mulliken population analysis, charges in e, atoms 1 to 4: -0.212, 0.291, -0.031, -0.215


Record 6
The following is a DFT calculation (ωB97M-V/def2-TZVPD) of C2HN5O in the gas phase in a non-equilibrium geometry.

ORCA input file:
```
! RIJCOSX wB97M-V def2-TZVPD def2/J DEFGRID3
* xyz 0 1
O -2.353 -0.183 0.595
C -1.374 -0.143 -0.080
N -0.819 1.043 -0.697
N 0.387 1.308 -0.460
C 1.197 0.490 0.369
N 1.186 -0.781 0.446
N 0.527 -1.522 -0.531
N -0.677 -1.276 -0.609
H 1.927 1.064 0.968
*
```

Results
Max |F|, eV/A: 2.2
Energy above the lowest of the compared OMol25 structures with the same formula, charge and spin, kcal/mol: 67.3
SMILES string: O=c1nncnnn1
Gap between HOMO and LUMO, eV: 8.15
LUMO, eV: -1.844

Mulliken population analysis, charges in e, atoms 1 to 4: -0.444, 0.611, -0.102, -0.179


Record 7
The following is a DFT calculation (ωB97M-V/def2-TZVPD) of C2HN5O2 in the gas phase in a non-equilibrium geometry.

ORCA input file:
```
! RIJCOSX wB97M-V def2-TZVPD def2/J DEFGRID3
* xyz 0 1
H -1.950 -0.700 2.440
N -1.594 -0.235 1.594
N -1.059 -1.020 0.825
C -0.306 -0.433 -0.144
C -0.117 -1.037 -1.413
N -0.002 -1.511 -2.449
N 0.264 0.619 0.346
N 1.314 1.265 -0.263
O 2.205 0.591 -0.711
O 1.245 2.461 -0.225
*
```

Results
Max |F|, eV/A: 3.3
Energy above the lowest of the compared OMol25 structures with the same formula, charge and spin, kcal/mol: 81.3
SMILES string: [H]/N=N/C(C#N)=N/[N+](=O)[O-]
Gap between HOMO and LUMO, eV: 8.76
LUMO, eV: -2.192

Mulliken population analysis, charges in e, atoms 1 to 4: 0.260, -0.389, -0.138, 0.773


Record 8
The following is a DFT calculation (ωB97M-V/def2-TZVPD) of a 2-piece molecular cluster, C2HN5O3 overall in a non-equilibrium geometry.

ORCA input file:
```
! RIJCOSX wB97M-V def2-TZVPD def2/J DEFGRID3
* xyz 0 1
C -0.408 -1.529 -0.663
C 0.627 -1.227 1.472
N -1.028 -1.744 -1.615
N 0.862 -1.496 2.589
N 0.368 -1.031 0.262
N 0.577 0.813 -0.520
N -0.170 1.585 0.541
O 0.637 2.032 1.333
O -1.364 1.743 0.503
O -0.173 0.771 -1.599
H 0.072 0.083 -2.302
*
```

Results
Max |F|, eV/A: 5.1
Energy above the lowest of the compared OMol25 structures with the same formula, charge and spin, kcal/mol: 38.0
Gap between HOMO and LUMO (alpha / beta), eV: 7.42 / 7.42
LUMO (alpha / beta), eV: -3.233 / -3.232

Mulliken population analysis, charges in e, atoms 1 to 4: 0.622, 0.544, -0.514, -0.427


Record 9
The following is a DFT calculation (ωB97M-V/def2-TZVPD) of C2HNO in the gas phase in a non-equilibrium geometry.

ORCA input file:
```
! RIJCOSX wB97M-V def2-TZVPD def2/J DEFGRID3
* xyz 0 1
N -0.335 -1.647 -0.292
C 0.533 -0.877 -0.164
C 0.098 0.541 0.090
O -0.219 1.275 -0.791
H -0.079 0.706 1.159
*
```

Results
Max |F|, eV/A: 1.9
Energy above the lowest of the compared OMol25 structures with the same formula, charge and spin, kcal/mol: 27.2
SMILES string: N#CC=O
Gap between HOMO and LUMO (alpha / beta), eV: 11.05 / 11.05
LUMO (alpha / beta), eV: -0.464 / -0.465

Mulliken population analysis, charges in e, atoms 1 to 4: -0.225, 0.071, 0.210, -0.369


Record 10
The following is a DFT calculation (ωB97M-V/def2-TZVPD) of C2HNO as an isolated structure in a non-equilibrium geometry.

ORCA input file:
```
! RIJCOSX wB97M-V def2-TZVPD def2/J DEFGRID3
* xyz 0 1
C -0.030 0.761 0.097
C -0.021 -1.184 0.242
N -0.011 -2.300 0.038
O -0.189 1.828 0.676
H 0.251 0.895 -1.053
*
```

Results
Max |F|, eV/A: 6.0
Energy above the lowest of the compared OMol25 structures with the same formula, charge and spin, kcal/mol: 57.6
Gap between HOMO and LUMO, eV: 10.90
LUMO, eV: -0.871

Mulliken population analysis, charges in e, atoms 1 to 4: 0.246, 0.098, -0.288, -0.308


Record 11
The following is a DFT calculation (ωB97M-V/def2-TZVPD) of a 2-piece molecular cluster, C2HNO2S overall in a non-equilibrium geometry.

ORCA input file:
```
! RIJCOSX wB97M-V def2-TZVPD def2/J DEFGRID3
* xyz 0 1
O -0.933 -0.660 1.066
S -0.433 -1.770 0.262
C 0.506 -1.094 -1.141
O -0.626 -1.519 -1.471
C 0.436 1.609 0.464
N 0.998 1.307 -0.479
H 0.053 2.128 1.300
*
```

Results
Max |F|, eV/A: 1.7
Energy above the lowest of the compared OMol25 structures with the same formula, charge and spin, kcal/mol: 123.9
SMILES string: O=S1#CO1.C#N
Gap between HOMO and LUMO, eV: 9.24
LUMO, eV: -0.091

Mulliken population analysis, charges in e, atoms 1 to 4: -0.489, 0.432, 0.118, -0.098


Record 12
The following is a DFT calculation (ωB97M-V/def2-TZVPD) of a 3-piece molecular cluster, C2HNO3 overall in a non-equilibrium geometry.

ORCA input file:
```
! RIJCOSX wB97M-V def2-TZVPD def2/J DEFGRID3
* xyz -2 1
C -1.429 -1.847 0.967
C -1.561 0.998 0.215
N -1.698 0.537 -0.942
O -1.656 1.007 1.413
O -1.853 -1.729 -0.084
O -1.263 2.008 -0.733
H 9.459 -0.975 -0.835
*
```

Results
Max |F|, eV/A: 2.4
Energy above the lowest of the compared OMol25 structures with the same formula, charge and spin, kcal/mol: 109.2
Gap between HOMO and LUMO, eV: 3.67
LUMO, eV: 5.584

Mulliken population analysis, charges in e, atoms 1 to 4: 0.083, 0.822, -0.595, -0.661


Record 13
The following is a DFT calculation (ωB97M-V/def2-TZVPD) of C2HNO4 in the gas phase in a non-equilibrium geometry.

ORCA input file:
```
! RIJCOSX wB97M-V def2-TZVPD def2/J DEFGRID3
* xyz 0 3
C -0.267 -0.144 0.061
C -1.191 0.582 -0.583
N 1.303 -0.280 0.310
O -0.843 -0.460 -1.095
O -1.952 1.495 -0.564
O 1.732 0.219 1.322
O 1.863 -0.952 -0.470
H -0.645 -0.459 1.019
*
```

Results
Max |F|, eV/A: 11.8
Energy above the lowest of the compared OMol25 structures with the same formula, charge and spin, kcal/mol: 82.7
Gap between HOMO and LUMO (alpha / beta), eV: 8.88 / 6.84
LUMO (alpha / beta), eV: 0.629 / -4.171

Mulliken population analysis, charges in e, atoms 1 to 4: -0.009, 0.615, 0.701, -0.293


Record 14
The following is a DFT calculation (ωB97M-V/def2-TZVPD) of a 2-piece molecular cluster, C2HNOS overall in a non-equilibrium geometry.

ORCA input file:
```
! RIJCOSX wB97M-V def2-TZVPD def2/J DEFGRID3
* xyz 0 1
C -1.752 2.554 -0.222
C -1.720 -1.418 -0.308
N -0.644 -1.653 -0.828
O -1.703 3.531 0.365
S -2.887 -0.744 0.463
H 0.029 -2.399 -0.558
*
```

Results
Max |F|, eV/A: 2.5
Energy above the lowest of the compared OMol25 structures with the same formula, charge and spin, kcal/mol: 11.2
Gap between HOMO and LUMO, eV: 10.20
LUMO, eV: 0.581

Mulliken population analysis, charges in e, atoms 1 to 4: 0.181, 0.440, -0.436, -0.183


Record 15
The following is a DFT calculation (ωB97M-V/def2-TZVPD) of C2HO2Pr as an isolated structure in a non-equilibrium geometry.

ORCA input file:
```
! RIJCOSX wB97M-V def2-TZVPD def2/J DEFGRID3
* xyz 3 4
O 1.243 0.398 0.121
O -1.990 0.325 0.059
C 1.216 -0.787 -0.014
C -2.142 -0.801 -0.078
H 2.028 -1.430 -0.418
Pr -0.355 2.295 0.329
*
```

Results
Max |F|, eV/A: 5.1
Gap between HOMO and LUMO (alpha / beta), eV: 5.03 / 9.33
LUMO (alpha / beta), eV: -18.547 / -16.651

Mulliken population analysis, charges in e, atoms 1 to 4: -0.220, -0.168, 0.446, 0.261


Record 16
The following is a DFT calculation (ωB97M-V/def2-TZVPD) of an isolated ion of composition C2HO3PS and charge -2 in a non-equilibrium geometry.

ORCA input file:
```
! RIJCOSX wB97M-V def2-TZVPD def2/J DEFGRID3
* xyz -2 1
O -4.854 -1.218 0.395
P -3.953 -0.014 0.083
O -3.675 0.305 -1.394
O -4.217 1.216 0.916
C -2.285 -0.552 0.526
C -1.142 -0.745 -0.016
S 0.521 -1.211 -0.273
H 0.858 -1.745 1.003
*
```

Results
Max |F|, eV/A: 6.0
Energy above the lowest of the compared OMol25 structures with the same formula, charge and spin, kcal/mol: 9.7
SMILES string: O=P([O-])([O-])C#CS
Gap between HOMO and LUMO, eV: 4.19
LUMO, eV: 4.915

Mulliken population analysis, charges in e, atoms 1 to 4: -0.817, 0.782, -0.761, -0.801


Record 17
The following is a DFT calculation (ωB97M-V/def2-TZVPD) of a 2-piece molecular cluster, C2HO3S overall in a non-equilibrium geometry.

ORCA input file:
```
! RIJCOSX wB97M-V def2-TZVPD def2/J DEFGRID3
* xyz -1 1
C 0.009 -0.589 -0.339
C 0.979 1.499 0.903
O 0.767 2.303 0.097
O 1.322 0.934 1.856
O -2.087 -1.971 -1.310
S -1.535 -0.627 -0.836
H 0.545 -1.548 -0.369
*
```

Results
Max |F|, eV/A: 2.0
Energy above the lowest of the compared OMol25 structures with the same formula, charge and spin, kcal/mol: 47.5
Gap between HOMO and LUMO, eV: 7.52
LUMO, eV: 3.725

Mulliken population analysis, charges in e, atoms 1 to 4: -0.631, 0.655, -0.374, -0.388


Record 18
The following is a DFT calculation (ωB97M-V/def2-TZVPD) of C2HO3Zn as an isolated structure in a non-equilibrium geometry.

ORCA input file:
```
! RIJCOSX wB97M-V def2-TZVPD def2/J DEFGRID3
* xyz 2 2
C -0.408 -1.318 -0.188
O -1.438 -0.585 -0.137
C -0.371 1.041 -0.004
O 0.732 0.389 -0.063
O -0.932 2.044 -0.069
Zn 2.590 0.545 -0.084
H -0.173 -2.116 0.545
*
```

Results
Max |F|, eV/A: 8.3
Energy above the lowest of the compared OMol25 structures with the same formula, charge and spin, kcal/mol: 41.7
Gap between HOMO and LUMO (alpha / beta), eV: 4.17 / 10.56
LUMO (alpha / beta), eV: -14.280 / -13.245

Mulliken population analysis, charges in e, atoms 1 to 4: 0.264, -0.169, 0.796, -0.257